Formula: C10H24N3O6PS
Source: the Open Molecules 2025 dataset
Level of theory: ωB97M-V/def2-TZVPD

## Properties
* strongest force on any atom: 1.0 eV/A
* energy relative to the best compared isomer or geometry (same formula, charge and spin): 0.0 kJ/mol
* DFT total energy: -1750.60489 Ha
* SMILES: CCN(CCP(O)(O)(S)CON=O)C(C)=O.CNC(C)=O
* gap between HOMO and LUMO: 9.205 eV

Geometry (Å):
C: 1.476 -0.596 1.298
C: 1.489 0.650 0.398
N: 0.296 1.498 0.437
C: -0.893 0.897 -0.164
C: -1.669 -0.036 0.793
P: -3.489 -0.145 0.551
O: -4.119 -1.661 0.514
O: -4.484 1.153 0.375
S: -3.350 -0.343 -1.654
C: -3.824 -0.144 2.426
O: -3.894 1.209 2.908
N: -3.862 1.201 4.323
O: -3.312 2.135 4.733
C: 0.105 2.188 1.627
C: -0.996 3.231 1.615
O: 0.805 2.039 2.613
H: 1.167 -1.495 0.767
H: 2.495 -0.782 1.631
H: 0.870 -0.463 2.189
H: 1.626 0.318 -0.624
H: 2.367 1.236 0.644
H: -0.576 0.327 -1.028
H: -1.545 1.696 -0.510
H: -1.475 0.182 1.838
H: -1.333 -1.062 0.624
H: -4.979 -1.632 0.081
H: -4.031 1.981 0.566
H: -3.571 0.919 -2.038
H: -3.072 -0.716 2.967
H: -4.781 -0.635 2.602
H: -0.987 3.779 2.548
H: -0.784 3.931 0.806
H: -1.974 2.805 1.411
C: 4.203 -1.787 -4.643
N: 3.825 -1.078 -3.435
C: 3.929 -1.494 -2.147
C: 4.508 -2.867 -1.902
O: 3.563 -0.776 -1.230
H: 4.956 -1.218 -5.191
H: 3.333 -1.917 -5.288
H: 4.610 -2.763 -4.405
H: 3.434 -0.154 -3.528
H: 4.521 -3.047 -0.832
H: 3.898 -3.635 -2.381
H: 5.528 -2.930 -2.283

natural (NBO) atomic charge list, values in e, 8 entries:
1 C -0.634
2 C -0.223
3 N -0.465
4 C -0.215
5 C -0.798
6 P 1.885
7 O -0.979
8 O -0.982